Density functional theory data (ωB97M-V with the def2-TZVPD basis set) for C5H9NO as an isolated structure.

Element x y z (Å)
1 N -2.32344 0.15123 0.30250
2 H 1.15465 0.91609 -1.78785
3 C 0.18935 -0.04383 0.03406
4 C 0.39811 -1.44484 0.58452
5 H 1.45963 -1.64118 0.77151
6 H -3.13188 0.41211 -0.25955
7 C 0.39711 0.19140 -1.47686
8 H 0.47649 -0.72694 -2.06711
9 H 1.88929 0.86347 1.04034
10 C -1.24155 0.29158 -0.31645
11 H 0.34697 1.00301 1.91385
12 H -0.14542 -1.54619 1.52953
13 C 0.81262 1.03028 0.92311
14 H 0.65785 2.03126 0.50524
15 O -0.95686 0.71886 -1.59279
16 H 0.01709 -2.20631 -0.10405

Output
HOMO-LUMO gap ... 10.96 eV
Energy relative to the best compared isomer or geometry (same formula, charge and spin) ... 31.9 kcal per mole
HOMO ... -0.370 Eh
Net charge ... 0

Here are the Löwdin charges for atoms 1 to 4, given in e: 0.184 0.125 -0.463 -0.032